C27H50Cl3FN10OY | ωB97M-V/def2-TZVPD

Values from the calculation:
largest force on an atom = 0.03154 Eh/bohr
E_tot = -87087.520 eV
charge = +1
2S+1 = 1

Last column: Mulliken charge in e.
Cartesian coordinates (Å):
Y 0.008 0.314 0.353  0.25
Cl -0.784 -3.763 -2.772  -0.17
Cl 2.472 -1.657 -6.509  -0.22
Cl 1.886 0.787 -1.722  -0.22
F 0.110 2.257 -0.020  -1.07
O -0.072 -1.286 -1.219  1.65
N 2.747 -2.453 -0.102  0.68
N 2.320 2.805 1.890  0.27
N 0.624 1.370 2.549  0.10
N -1.622 -0.377 2.086  1.46
N -2.254 0.434 -0.577  0.46
N 1.090 -1.653 1.311  -0.04
N -2.492 2.257 -2.024  0.15
N -3.298 0.189 -2.670  0.40
N 0.515 3.674 3.053  0.26
N 1.240 -3.963 0.767  0.49
C -2.861 -1.168 -2.964  -0.44
C -1.152 -1.724 2.509  -1.30
C -2.933 -0.727 0.001  0.22
C -2.989 -0.494 1.500  -1.92
C 1.661 -2.656 0.680  0.25
C -1.645 0.583 3.215  -1.22
C -1.768 2.608 -3.242  -0.97
C 1.127 2.580 2.494  0.50
C 1.459 -0.488 -2.846  0.51
C 2.189 -5.064 0.862  -1.20
C -4.224 0.763 -3.640  -1.14
C -2.525 3.294 -0.996  -1.13
C -0.897 3.920 2.798  -0.72
C 2.071 -0.534 -4.082  -0.77
C -0.273 1.058 3.665  -1.28
C 2.990 -3.240 -1.312  -1.21
C 0.246 -2.458 -3.288  0.38
C 3.276 1.734 1.673  -1.18
C 1.262 4.763 3.668  -1.12
C 1.739 -1.566 -4.937  0.17
C 0.498 -1.404 -2.384  -1.35
C -2.659 0.926 -1.718  0.23
C 0.835 -2.536 -4.538  -0.67
C -0.145 -4.342 0.529  -0.89
C 0.364 -1.936 2.561  -1.43
C 2.541 4.011 1.095  -1.09
C 3.771 -1.473 0.222  -0.95
H 1.644 4.625 1.082  0.40
H 3.018 0.883 2.292  0.32
H -2.941 2.883 -0.081  0.25
H 3.820 -3.939 -1.186  0.34
H 3.379 4.600 1.478  0.29
H -1.534 3.683 -0.775  0.29
H -3.955 -0.825 -0.370  0.73
H 3.453 -0.879 1.069  0.03
H -0.613 -4.775 1.420  0.22
H -2.040 -1.443 -2.315  -0.74
H 1.846 -5.766 1.627  0.36
H -2.171 3.529 -3.669  0.34
H -0.705 2.762 -3.029  0.18
H 2.293 -5.615 -0.078  0.35
H 3.167 -4.691 1.162  0.35
H -2.505 -1.222 -3.997  0.43
H -3.759 0.877 -4.625  0.37
H -2.403 -1.662 -0.221  -0.05
H 0.802 5.021 4.624  0.35
H 4.280 2.078 1.928  0.47
H -5.077 0.092 -3.749  0.35
H -3.513 0.442 1.660  0.36
H 2.095 -3.789 -1.592  0.37
H -4.575 1.732 -3.304  0.37
H -1.276 3.168 2.107  -0.21
H 0.191 0.292 4.285  0.41
H 2.796 0.219 -4.373  0.48
H -1.554 -1.959 3.502  0.35
H -1.491 3.908 3.718  0.25
H -0.428 1.912 4.320  0.68
H 3.235 -2.561 -2.132  0.39
H -3.166 4.107 -1.343  0.44
H -1.863 1.815 -3.983  0.36
H 4.708 -1.982 0.473  0.39
H -1.022 4.900 2.327  0.42
H 0.603 -3.368 -5.192  0.47
H 3.958 -0.820 -0.628  0.31
H -0.186 -5.084 -0.272  0.36
H -2.153 0.139 4.075  0.27
H 0.800 -1.303 3.331  0.52
H 3.290 1.428 0.622  0.19
H 2.761 3.724 0.064  0.28
H -1.576 -2.439 1.812  0.60
H -2.225 1.442 2.891  0.57
H -3.556 -1.287 1.998  0.33
H -0.704 -3.476 0.190  0.05
H 2.287 4.453 3.855  0.35
H -3.676 -1.887 -2.846  0.29
H 0.519 -2.967 2.880  0.63
H 1.272 5.663 3.046  0.38

C27H50F3GaN3OS3Sb | ωB97M-V/def2-TZVPD

Values from the calculation:
largest force on an atom = 0.01153 Eh/bohr
E_tot = -134887.937 eV
charge = +2
2S+1 = 1

Last column: Mulliken charge in e.
Cartesian coordinates (Å):
Sb 0.741 -0.796 2.385  0.10
Ga -0.297 0.747 0.526  1.60
S 1.300 2.018 -1.835  0.79
S -0.128 -0.835 -2.454  -0.06
S -1.731 2.228 -0.221  -0.54
F -5.870 3.762 -0.441  -0.28
F -4.185 3.263 -1.702  -0.17
F -3.873 4.347 0.144  -0.21
O 1.257 1.442 -0.379  -0.35
N 0.022 -0.954 -5.107  0.15
N -2.991 0.326 1.122  -0.06
N -1.980 -0.184 -4.275  0.18
C -4.598 3.371 -0.422  0.60
C 1.137 2.041 3.256  -1.55
C -5.350 0.221 1.521  -1.02
C -3.173 1.475 0.468  0.34
C 1.980 0.766 3.326  1.88
C -5.532 1.416 0.847  -0.42
C 2.713 1.193 -2.589  -0.69
C -0.073 -0.240 -6.376  -1.23
C -4.066 -0.276 1.635  -0.26
C 3.638 3.386 -2.128  -0.72
C 0.732 -2.942 0.315  -1.51
C 1.204 -1.792 -4.983  -0.97
C 2.302 0.430 4.777  -1.89
C 2.964 -1.832 0.568  -1.99
C -4.431 2.062 0.312  0.07
C -0.700 -1.623 3.818  1.59
C -1.528 -2.666 3.082  -1.80
C 1.759 -2.412 1.305  1.78
C 3.267 0.956 2.527  -1.84
C 3.954 1.895 -2.067  -0.50
C -2.773 -0.665 -5.407  -1.23
C -1.568 -0.474 4.316  -1.48
C 2.222 3.569 -1.574  -0.82
C 0.058 -2.272 4.974  -1.45
C -2.770 0.433 -3.221  -1.04
C 2.203 -3.521 2.253  -1.74
C -0.734 -0.628 -4.037  0.06
H -2.277 -3.063 3.773  0.55
H 1.367 -4.010 2.751  0.36
H 1.324 -2.353 -5.909  0.36
H -0.131 -3.397 0.803  0.18
H 4.349 3.984 -1.561  0.39
H 0.375 -2.177 -0.369  0.10
H -2.143 1.060 -2.597  0.08
H -2.107 0.022 3.505  0.17
H 2.560 1.337 -3.663  0.53
H 3.951 0.119 2.652  0.32
H 0.908 0.178 -6.615  0.40
H 2.916 1.240 5.180  0.51
H -0.685 -2.715 5.643  0.52
H -6.517 1.849 0.737  0.56
H -6.185 -0.313 1.951  0.47
H 3.368 -2.610 -0.085  0.62
H -3.891 -1.208 2.158  0.32
H 0.967 2.373 2.226  0.15
H -2.047 -2.252 2.217  0.25
H 2.874 -0.494 4.875  0.39
H 1.089 -2.484 -4.155  0.37
H 2.711 -4.284 1.658  0.50
H 4.144 1.583 -1.036  0.08
H 3.772 1.847 2.910  0.58
H 2.910 -3.169 3.006  0.37
H 3.078 1.111 1.462  0.28
H 1.411 0.366 5.402  0.40
H 0.633 -1.559 5.562  0.28
H 4.830 1.632 -2.658  0.49
H -3.540 1.043 -3.688  0.47
H 1.683 2.849 3.751  0.59
H 0.717 -3.077 4.651  0.27
H -3.038 0.147 -6.085  0.34
H -3.246 -0.325 -2.592  0.44
H 2.106 -1.194 -4.823  0.27
H 1.205 -3.711 -0.302  0.57
H -0.365 -0.902 -7.193  0.36
H 2.688 -0.976 -0.054  0.42
H -3.692 -1.104 -5.017  0.41
H 2.615 0.130 -2.380  0.33
H 1.659 4.364 -2.061  0.54
H -0.924 -3.509 2.748  0.37
H 3.673 3.734 -3.162  0.32
H 2.195 3.732 -0.497  0.20
H -0.989 0.272 4.862  0.30
H -2.310 -0.875 5.013  0.52
H 3.758 -1.531 1.249  0.34
H 0.172 1.945 3.756  0.24
H -2.234 -1.433 -5.953  0.40
H -0.787 0.575 -6.305  0.41